[1]
Density functional theory data (wB97M-V/def2-TZVPD) for a molecular structure, C22H23MoN3O6S2.

```
57
Properties=species:S:1:pos:R:3:forces:R:3
Mo -0.7422 0.4533 -0.3848 0.6 -0.2 -0.3
O 1.6152 0.8343 -0.0081 -0.1 0.0 -0.1
C 2.5148 1.1471 -1.0822 0.0 -0.1 0.0
C 2.3520 0.1178 -2.1838 0.0 0.1 0.1
N 0.9536 0.0719 -2.5878 0.0 -0.1 0.2
C 0.5068 -1.2642 -2.9495 0.0 0.0 0.0
C 0.3570 -2.1108 -1.6800 0.0 0.0 -0.1
O 0.7700 -3.2425 -1.6142 0.0 0.1 0.0
O -0.2623 -1.4762 -0.7131 0.0 0.2 0.2
C 0.5500 1.1510 -3.4761 0.0 0.0 -0.1
C -0.5968 1.9349 -2.8433 -0.1 0.0 0.0
O -0.7327 3.1207 -2.9886 -0.1 -0.2 0.0
O -1.3848 1.1320 -2.1332 0.0 0.3 0.2
H 1.9094 0.0295 0.4363 0.0 -0.1 0.0
H 3.5397 1.1827 -0.7088 0.0 0.0 0.0
H 2.2314 2.1464 -1.4147 0.0 0.0 0.0
H 2.6336 -0.8661 -1.7991 0.0 0.0 0.0
H 3.0244 0.3421 -3.0213 0.0 0.0 0.0
H 1.1897 -1.7716 -3.6367 0.0 0.0 0.0
H -0.4781 -1.1902 -3.4138 0.0 0.0 0.0
H 0.2108 0.7682 -4.4432 0.0 0.0 0.0
H 1.3763 1.8355 -3.6663 0.0 0.0 0.0
C 0.0691 0.4241 4.0486 0.0 0.0 0.0
C -0.0107 0.9039 2.6288 0.0 -0.1 0.0
N -0.5590 0.1354 1.7302 -0.2 0.0 -0.1
N -1.2097 -1.0121 2.2025 -0.1 0.0 0.0
C -2.2777 -1.2774 1.5337 0.1 -0.1 0.1
S -2.9014 -0.3191 0.2098 -0.2 -0.1 -0.1
S -3.2470 -2.6947 1.8834 0.0 0.1 0.0
C -2.7893 -3.0906 3.6026 0.0 0.0 0.0
C -3.7122 -2.4439 4.5967 0.0 0.0 0.0
C -4.7386 -3.1754 5.1823 0.0 0.0 0.0
C -5.6163 -2.5762 6.0751 0.0 0.0 0.0
C -5.4778 -1.2336 6.3902 0.0 0.0 0.0
C -4.4580 -0.4936 5.8064 0.0 0.0 0.0
C -3.5823 -1.0959 4.9175 -0.1 0.0 0.0
C 0.4173 2.2509 2.2830 0.0 0.1 0.0
C 1.2308 2.9990 3.1614 0.0 -0.1 0.0
C 1.5081 4.3255 2.9500 0.0 0.0 0.0
C 0.9380 4.9789 1.8497 0.0 0.0 0.0
C 0.1365 4.2919 0.9754 0.0 -0.1 -0.1
C -0.1084 2.9151 1.1450 0.0 0.1 0.0
O -0.8610 2.3265 0.2439 0.0 -0.1 0.1
H 0.1453 -0.6588 4.0782 0.0 0.0 0.0
H 0.9045 0.8711 4.5738 0.0 0.0 0.0
H -0.8393 0.7066 4.5814 -0.1 0.0 0.0
H -2.8423 -4.1761 3.6762 0.0 0.0 0.0
H -1.7518 -2.7912 3.7294 0.0 0.0 0.0
H -4.8530 -4.2247 4.9357 0.0 0.0 0.0
H -6.4103 -3.1598 6.5227 0.0 0.0 0.0
H -6.1626 -0.7641 7.0840 0.0 0.0 0.0
H -4.3482 0.5575 6.0412 0.0 0.0 0.0
H -2.8030 -0.5151 4.4450 0.1 0.0 0.0
H 1.6674 2.5189 4.0238 0.0 0.0 0.0
H 2.1488 4.8622 3.6356 0.0 0.0 0.0
H 1.1319 6.0312 1.6854 0.0 0.0 0.0
H -0.3096 4.7643 0.1100 0.0 0.0 0.0
```
Positions in Å, forces in eV/Å.

Summary:
Kohn-Sham gap (spin up / spin down)   6.698 / 7.709 eV
Spin multiplicity   3
Energy relative to the best compared isomer or geometry (same formula, charge and spin)   9.98 kcal per mole
Net charge   0

[2]
Density functional theory data (wB97M-V/def2-TZVPD) for a molecular structure, C35H43ClI3IrO4PS4.

```
92
Properties=species:S:1:pos:R:3:forces:R:3
Ir -1.5533 -1.5380 0.3798 0.0 0.1 0.4
O -4.4298 1.9310 5.4026 0.0 0.1 0.0
C -3.9393 1.2943 4.5278 -0.1 -0.1 0.0
S -4.6347 1.1888 2.8857 0.0 0.0 0.0
C -3.4229 0.1274 2.2322 0.0 0.0 0.0
C -2.3708 -0.2812 3.1198 -0.1 -0.1 -0.1
S -1.1320 -1.2399 2.6071 0.0 -0.1 -0.1
S -2.4584 0.3144 4.7493 0.1 0.0 0.0
S -3.4671 -0.4030 0.6750 0.2 -0.1 -0.1
Cl 1.6042 -7.8142 0.4785 0.0 0.0 0.0
C 0.3905 -6.5709 0.5790 0.0 0.0 0.0
C -0.4115 -6.3077 -0.5175 0.0 0.0 0.0
C -1.3549 -5.2933 -0.4415 0.0 0.0 0.0
C -1.5069 -4.5374 0.7166 0.0 0.0 0.0
C -2.4656 -3.3923 0.7830 0.0 0.0 0.1
C -0.7018 -4.8459 1.8122 0.0 0.0 0.0
C 0.2489 -5.8506 1.7538 0.0 0.0 0.0
H -0.2930 -6.8869 -1.4232 0.0 0.0 0.0
H -1.9738 -5.0768 -1.3038 0.0 0.0 0.0
H -2.8955 -3.3480 1.7861 -0.1 0.0 0.0
H -3.2890 -3.5189 0.0815 0.0 0.0 0.0
H -0.8028 -4.2704 2.7273 0.0 0.0 0.0
H 0.8845 -6.0684 2.6012 0.0 0.0 0.0
O -0.4198 0.2996 -0.1185 0.0 -0.1 -0.3
P -0.1961 1.7899 -0.1420 0.0 0.1 0.2
C 1.3649 2.1616 -1.0120 0.0 0.0 0.0
C 1.2417 2.3529 -2.5344 0.0 0.0 0.0
C 1.0841 1.0430 -3.3027 0.0 0.0 0.0
C 2.2583 0.1128 -3.0226 0.0 0.0 0.0
C 2.3336 -0.1783 -1.5295 0.0 0.0 0.0
C 2.4456 1.0991 -0.6958 0.0 0.0 0.0
C -0.1817 2.3225 1.6202 -0.1 0.0 -0.1
C -0.3987 3.7966 1.9813 0.0 0.0 0.0
C 0.8770 4.6301 1.9108 0.0 0.0 0.0
C 1.9524 4.0303 2.8124 0.0 0.0 0.0
C 2.2329 2.5793 2.4318 0.0 0.0 0.0
C 0.9645 1.7253 2.4526 0.0 0.0 0.0
C -1.6050 2.6931 -0.8801 0.0 0.0 0.0
C -2.1971 1.9578 -2.0893 0.0 -0.1 0.0
C -3.5132 2.6060 -2.5163 0.0 0.0 0.0
C -3.3958 4.1412 -2.6433 0.0 0.0 0.0
C -1.9422 4.5980 -2.5523 0.0 0.0 0.0
C -1.3493 4.1945 -1.2017 0.0 0.0 0.0
H 1.6857 3.1162 -0.5819 0.0 0.0 0.0
H 2.1686 2.8359 -2.8640 0.0 0.0 0.0
H 0.4375 3.0481 -2.7783 0.0 0.0 0.0
H 0.9972 1.2578 -4.3704 0.0 0.0 0.0
H 0.1614 0.5357 -3.0041 0.0 0.0 0.0
H 3.1880 0.5833 -3.3642 0.0 0.0 0.0
H 2.1486 -0.8189 -3.5809 0.0 0.0 0.0
H 3.1896 -0.8171 -1.3009 0.0 0.0 0.0
H 1.4370 -0.7254 -1.2346 0.0 0.0 0.0
H 3.4140 1.5712 -0.8967 0.0 0.0 0.0
H 2.4404 0.8299 0.3608 0.0 0.0 0.0
H -1.0965 1.7846 1.9098 0.0 0.0 0.0
H -0.7517 3.8144 3.0192 0.0 0.0 0.0
H -1.1959 4.2407 1.3899 0.0 0.0 0.0
H 0.6610 5.6604 2.2008 0.0 0.0 0.0
H 1.2452 4.6726 0.8799 0.0 0.0 0.0
H 1.6061 4.0731 3.8510 0.0 0.0 0.0
H 2.8695 4.6204 2.7630 0.0 0.0 0.0
H 2.9663 2.1418 3.1121 0.0 0.0 0.0
H 2.6900 2.5574 1.4392 0.0 0.0 0.0
H 0.6101 1.6702 3.4892 0.0 0.0 0.0
H 1.1667 0.6964 2.1492 0.0 0.0 0.0
H -2.3548 2.6315 -0.0771 0.0 0.0 0.0
H -2.3599 0.9060 -1.8572 0.0 0.1 0.0
H -1.4886 1.9653 -2.9185 0.0 0.0 0.0
H -4.2880 2.3444 -1.7903 0.0 0.0 0.0
H -3.8277 2.1631 -3.4623 0.0 0.0 0.0
H -3.9599 4.6301 -1.8436 0.0 0.0 0.0
H -3.8398 4.4814 -3.5793 0.0 0.0 0.0
H -1.8721 5.6817 -2.6631 0.0 0.0 0.0
H -1.3654 4.1674 -3.3751 0.0 0.0 0.0
H -1.8292 4.8100 -0.4397 0.0 0.0 0.0
H -0.2863 4.4462 -1.1615 0.0 0.0 0.0
I -2.0056 -1.8760 -2.2318 0.0 -0.1 0.0
I -5.1946 -2.1034 -1.9548 0.0 0.0 0.0
I 5.6662 -6.6555 -1.1504 0.0 0.0 0.0
C 4.2273 -5.2628 -0.5627 0.0 0.0 0.0
C 3.1748 -4.9688 -1.4178 0.0 0.0 0.0
C 2.2041 -4.0662 -1.0133 0.0 0.0 0.0
C 2.2944 -3.4533 0.2315 0.1 0.1 -0.1
C 3.3616 -3.7450 1.0708 0.0 0.0 0.0
C 4.3309 -4.6559 0.6805 0.0 0.0 0.0
C 1.2312 -2.5074 0.7038 -0.2 -0.5 0.3
O 1.3358 -1.9089 1.7688 0.1 0.3 0.0
O 0.1916 -2.4891 -0.0647 -0.1 0.2 -0.2
H 3.1034 -5.4515 -2.3827 0.0 0.0 0.0
H 1.3597 -3.8467 -1.6525 0.0 0.0 0.0
H 3.4163 -3.2577 2.0351 0.0 0.0 0.0
H 5.1548 -4.8951 1.3386 0.0 0.0 0.0
```
Positions in Å, forces in eV/Å.

Summary:
Kohn-Sham gap (spin up / spin down)   4.922 / 5.270 eV
Spin multiplicity   2
Energy relative to the best compared isomer or geometry (same formula, charge and spin)   0.00 kcal per mole
Net charge   0

[3]
Density functional theory data (wB97M-V/def2-TZVPD) for a molecular structure, C15H20Br2N2O2PtS.

```
43
Properties=species:S:1:pos:R:3:forces:R:3
Pt -0.2087 0.0217 -0.1981 0.0 -0.1 0.7
Br -2.5841 -1.5672 -0.1604 0.3 0.3 0.0
C -3.6295 0.0508 0.0740 -0.2 0.1 -0.1
Br -2.4675 1.6135 0.1586 0.0 -0.3 0.0
H -4.1923 -0.0298 1.0019 0.2 0.1 -0.1
H -4.2867 0.1576 -0.7847 0.1 0.0 0.0
C -0.3862 -1.3107 2.6964 -0.5 -0.5 0.4
O 0.0999 -0.1484 2.0215 -0.3 0.1 -1.0
C 1.4729 0.1390 2.2729 1.1 0.1 -0.1
C 2.4232 -0.7221 1.4442 -0.2 0.1 0.5
O 2.2167 -0.3959 0.0725 -1.0 0.2 0.3
C 3.0601 -1.1125 -0.8112 0.5 -0.3 -0.6
H -0.0860 -1.2801 3.7445 0.1 0.1 -0.1
H -0.0368 -2.2402 2.2412 0.1 0.1 0.0
H -1.4734 -1.2777 2.6498 0.1 0.0 0.0
H 1.6889 0.0055 3.3363 -0.1 0.1 -0.1
H 1.6093 1.1926 2.0023 0.0 -0.2 0.1
H 2.2450 -1.7937 1.6085 0.1 0.1 0.0
H 3.4577 -0.4883 1.7188 -0.1 0.0 0.0
H 4.1002 -1.0303 -0.4804 -0.1 0.0 -0.1
H 2.9598 -0.6514 -1.7923 0.0 -0.1 0.0
H 2.7906 -2.1711 -0.8652 -0.1 0.1 0.1
S 0.1978 0.0388 -6.8031 0.2 0.0 0.3
C 0.1355 0.0708 -5.0078 0.0 0.0 -0.7
C 0.0823 -1.1181 -4.2908 -0.1 0.2 0.5
C -0.0785 -1.0593 -2.9184 0.0 -0.6 -0.5
N -0.1722 0.0986 -2.2603 0.1 -0.1 0.4
C -0.1053 1.2434 -2.9409 0.0 0.6 -0.4
C 0.0470 1.2728 -4.3178 -0.1 -0.2 0.5
C 1.9921 0.0859 -6.9804 -0.4 0.1 0.1
C 2.6292 1.3132 -7.0638 0.2 0.1 0.0
C 4.0136 1.3050 -7.2193 -1.0 0.2 0.1
N 4.6740 0.1796 -7.2825 2.0 0.0 -0.2
C 4.0928 -0.9912 -7.2240 -1.0 -0.1 0.1
C 2.7120 -1.0941 -7.0677 0.2 -0.1 0.0
H 0.1332 -2.0725 -4.7864 0.0 -0.1 -0.1
H -0.1580 -1.9703 -2.3349 0.1 0.1 0.0
H -0.1928 2.1646 -2.3766 0.0 -0.1 0.0
H 0.0634 2.2166 -4.8359 0.0 0.1 -0.1
H 2.0825 2.2412 -7.0300 -0.1 0.1 0.0
H 4.5851 2.2207 -7.2918 0.0 0.1 0.0
H 4.7276 -1.8631 -7.3007 0.0 -0.1 0.0
H 2.2319 -2.0582 -7.0362 -0.1 -0.1 0.0
```
Positions in Å, forces in eV/Å.

Summary:
Kohn-Sham gap (spin up / spin down)   7.249 / 4.026 eV
Spin multiplicity   3
Energy relative to the best compared isomer or geometry (same formula, charge and spin)   9.25 kcal per mole
Net charge   +2

[4]
Density functional theory data (wB97M-V/def2-TZVPD) for a molecular structure, C22H13Cl5CrN5O2S.

```
49
Properties=species:S:1:pos:R:3:forces:R:3
Cr -0.6682 -0.0543 -0.4214 0.6 -1.0 -0.7
C -3.1742 3.3627 -0.5594 0.1 -0.1 0.4
C -1.8691 2.7123 -0.1931 -1.1 -1.5 0.1
N -1.8354 1.4427 0.1112 -0.4 2.3 -0.3
N -3.0365 0.8640 0.4114 -1.2 -0.1 1.1
C -3.5148 -0.0034 -0.4135 0.3 0.1 -1.0
N -4.7267 -0.5821 -0.1462 -0.2 -0.1 0.3
S -2.7541 -0.3712 -1.9228 0.3 0.1 0.0
C -0.6603 3.5060 -0.1891 1.2 0.8 0.0
C -0.5909 4.7429 -0.8524 -0.2 -0.5 0.2
C 0.5307 5.5261 -0.6834 0.3 0.0 0.1
C 1.5541 5.0751 0.1361 -0.2 0.0 -0.2
C 1.4176 3.8181 0.7091 0.3 0.2 0.0
N 0.3590 3.0557 0.5530 -0.6 0.2 -0.2
H -3.9963 2.8277 -0.0867 0.0 0.0 -0.1
H -3.3001 3.2869 -1.6406 0.0 0.0 -0.1
H -3.2009 4.4068 -0.2671 0.0 0.2 0.0
H -4.9608 -0.6115 0.8348 0.0 0.0 0.0
H -4.8731 -1.4520 -0.6349 0.1 0.1 0.1
H -1.3938 5.0782 -1.4907 -0.1 0.0 0.0
H 0.6073 6.4828 -1.1810 0.0 0.1 0.0
H 2.4335 5.6732 0.3147 0.1 0.0 0.0
H 2.2017 3.4166 1.3369 0.1 0.0 0.1
O -1.8757 -2.0078 0.5080 0.0 -0.1 0.1
C -0.9681 -2.6251 -0.0986 -0.2 0.4 0.2
N -0.0932 -1.8668 -0.8201 0.0 -0.9 -0.7
C 1.0154 -2.5566 -1.0630 -0.2 0.3 0.2
O 2.1635 -1.8692 -1.2814 -0.1 -0.1 -0.3
C 0.8561 -3.9058 -0.6315 -0.3 0.0 0.2
C 1.6959 -5.0149 -0.5874 0.1 -0.1 0.0
C 1.2312 -6.1614 0.0240 0.2 0.0 -0.1
C -0.0520 -6.2315 0.5789 -0.2 0.0 0.1
C -0.8962 -5.1372 0.5593 0.0 0.0 0.0
C -0.4497 -3.9695 -0.0384 0.6 -0.2 -0.2
H 2.6935 -4.9625 -0.9983 0.1 0.0 0.0
H 1.8768 -7.0245 0.0882 0.1 -0.1 0.0
H -0.3811 -7.1527 1.0405 0.0 0.0 0.0
H -1.8818 -5.1738 1.0007 -0.1 0.0 0.1
Cl 0.3561 0.9096 2.4999 -0.2 0.1 1.0
C 1.6569 0.4842 1.4665 0.0 -0.3 -0.3
C 1.2897 -0.2431 0.3442 0.5 0.3 0.2
C 2.3431 -0.8454 -0.3609 0.0 0.2 0.7
Cl 0.3243 1.2443 -1.9598 0.3 -0.1 -0.7
C 3.6713 -0.5268 -0.0890 -0.2 0.0 -0.1
Cl 4.9294 -1.2417 -1.0193 0.2 -0.1 -0.2
C 3.9849 0.3449 0.9467 -0.3 -0.1 -0.1
Cl 5.6138 0.8182 1.1990 0.3 0.1 0.2
C 2.9722 0.7953 1.7872 0.1 0.0 -0.2
Cl 3.3772 1.7186 3.1804 0.0 0.2 0.3
```
Positions in Å, forces in eV/Å.

Summary:
Kohn-Sham gap (spin up / spin down)   6.125 / 7.247 eV
Spin multiplicity   5
Net charge   -1

- Among the records above, which one has the lowest spin multiplicity?
  C35H43ClI3IrO4PS4

- Number 2 is which compound?
  C35H43ClI3IrO4PS4